This record from the OMol25 dataset describes a structure of composition C14H33GeNO7Ru at a distorted geometry. The level of theory is ωB97M-V with the def2-TZVPD basis set.

Values from the calculation:
E_HOMO (alpha / beta) in eV: -20.40 / -20.37
Total charge: +3
Frontier orbital gap (alpha / beta) in Ha: 0.28732 / 0.22945
2S+1: 6

Positions of all 57 atoms, in Å:
Ru -0.205 0.134 0.633
C -2.796 2.231 -1.454
C -1.583 1.886 -2.397
C -1.986 1.331 -3.745
C -0.892 3.375 -2.594
O -0.702 1.106 -1.739
Ge 0.131 -0.597 -2.296
O -0.978 -1.179 -0.629
C -1.515 -2.482 -0.145
C -0.670 -3.588 -0.768
C -1.374 -2.471 1.370
C -2.963 -2.604 -0.581
O 1.293 -0.161 -0.575
C 2.736 0.137 -0.474
C 3.291 0.289 -1.876
C 3.367 -1.055 0.271
C 2.903 1.407 0.363
H -3.609 2.594 -2.082
H -2.565 2.998 -0.718
H -3.081 1.306 -0.951
H -2.637 2.021 -4.279
H -2.528 0.389 -3.607
H -1.115 1.137 -4.377
H -1.655 4.023 -3.021
H -0.063 3.219 -3.283
H -0.543 3.763 -1.642
H 0.388 -3.439 -0.530
H -0.794 -3.598 -1.853
H -0.984 -4.555 -0.380
H -0.320 -2.280 1.654
H -1.640 -3.439 1.795
H -2.040 -1.734 1.824
H -3.044 -2.544 -1.667
H -3.571 -1.814 -0.136
H -3.358 -3.568 -0.262
H 3.107 -0.606 -2.478
H 4.368 0.439 -1.836
H 2.843 1.154 -2.375
H 3.398 -1.933 -0.374
H 2.780 -1.281 1.163
H 4.382 -0.792 0.564
H 2.169 2.157 0.052
H 3.901 1.815 0.215
H 2.779 1.189 1.423
O -2.339 2.639 2.335
N -1.622 1.910 1.796
O -1.877 0.627 1.623
O -0.477 2.212 1.279
C 1.978 -0.836 4.421
C 0.739 -0.010 4.143
O 0.730 0.534 2.766
H 2.207 -0.776 5.485
H 2.836 -0.480 3.851
H 1.842 -1.896 4.206
H 0.639 0.821 4.837
H -0.158 -0.614 4.265
H 0.874 1.490 2.793



This record from the OMol25 dataset describes a structure of composition C14H33MgN7O6 at a distorted geometry. The level of theory is ωB97M-V with the def2-TZVPD basis set.

Values from the calculation:
E_HOMO (alpha / beta) in eV: -6.61 / -6.52
Frontier orbital gap (alpha / beta) in Ha: 0.21840 / 0.21521

Positions of all 61 atoms, in Å:
O -0.960 0.853 -5.834
H -1.514 0.427 -6.496
Mg -0.919 0.481 -0.656
N -0.618 2.005 0.522
N 0.461 1.383 -1.701
N -1.924 -0.582 0.665
N -1.072 -1.172 -1.705
O -1.326 2.363 1.677
O -2.391 -0.215 1.942
O -0.520 -1.480 -2.965
O 1.247 0.811 -2.710
C 1.008 2.542 -1.074
C 0.427 2.881 0.102
C -2.168 -1.788 0.297
C -1.608 -2.152 -1.076
C 0.778 4.063 1.000
H 1.041 3.704 1.995
H -0.081 4.728 1.095
H 1.616 4.652 0.634
C 2.154 3.265 -1.776
H 1.863 3.510 -2.798
H 3.028 2.615 -1.822
H 2.451 4.190 -1.288
C -2.911 -2.851 1.112
C -1.740 -3.593 -1.581
H -3.588 -2.408 1.843
H -2.206 -3.478 1.657
H -3.526 -3.493 0.482
H -0.984 -3.837 -2.327
H -2.716 -3.751 -2.039
H -1.614 -4.320 -0.779
H -2.092 0.701 2.032
H -0.357 -0.594 -3.345
C -1.758 1.237 -4.779
H -1.331 2.010 -4.155
H -2.246 0.410 -4.284
H -2.600 1.763 -5.230
O -2.978 1.596 -0.799
H -2.876 0.660 -0.442
H -2.212 2.107 -0.402
C 3.537 -1.489 0.388
N 2.650 -1.254 1.516
C 3.165 -1.474 2.864
C 1.312 -0.725 1.331
N 0.864 -0.455 0.128
N 0.524 -0.494 2.506
C -0.053 -1.629 3.209
C 0.641 0.756 3.235
H 4.536 -1.852 0.709
H 3.698 -0.539 -0.167
H 3.100 -2.256 -0.283
H 3.140 -0.525 3.439
H 2.570 -2.247 3.385
H 4.219 -1.821 2.864
H 1.450 -0.677 -0.684
H 0.473 -1.792 4.172
H -1.114 -1.450 3.462
H 0.019 -2.555 2.599
H 1.208 1.505 2.649
H -0.359 1.144 3.504
H 1.180 0.587 4.190



This record from the OMol25 dataset describes a structure of composition C14H33N3NaNbO2Si at a distorted geometry. The level of theory is ωB97M-V with the def2-TZVPD basis set.

Values from the calculation:
E_HOMO in eV: -15.75
Relative energy (zero: lowest compared OMol25 entry of this formula, charge and spin) in eV: 0.0000
Total charge: +2
Frontier orbital gap in Ha: 0.27897

Positions of all 55 atoms, in Å:
N 2.010 -0.365 0.251
C 3.125 -0.447 0.731
O 4.213 -0.498 1.182
Na 0.155 0.881 -3.065
Nb 0.004 -0.218 0.131
N -0.680 -1.454 -1.315
N -0.161 1.463 -0.966
C -0.395 -2.852 -0.933
C 0.532 2.781 -1.098
C 0.843 -3.303 -1.708
C -1.582 -3.749 -1.297
C -0.151 -2.917 0.563
C 0.102 3.495 -2.397
C 0.181 3.656 0.098
C 2.027 2.512 -1.150
H 0.655 -3.283 -2.790
H 1.100 -4.330 -1.415
H 1.702 -2.654 -1.489
H -2.513 -3.340 -0.883
H -1.418 -4.745 -0.862
H -1.686 -3.878 -2.381
H 0.596 -2.143 0.908
H 0.296 -3.891 0.793
H -1.094 -2.845 1.121
H 0.508 3.020 -3.315
H 0.534 4.505 -2.383
H -0.990 3.605 -2.473
H -0.879 3.943 0.077
H 0.784 4.578 0.060
H 0.395 3.137 1.043
H 2.371 2.000 -0.247
H 2.556 3.474 -1.226
H 2.331 1.906 -2.019
C -1.655 1.499 -0.821
H -1.999 0.592 -0.259
H -1.982 2.386 -0.262
H -2.159 1.493 -1.806
C -1.131 -1.266 -2.723
H -1.790 -2.090 -3.030
H -1.749 -0.351 -2.833
H -0.281 -1.256 -3.443
C 1.345 -0.815 4.015
Si -0.272 0.050 3.616
C -1.692 -0.816 4.461
C -0.179 1.847 4.125
O -0.513 -0.005 1.963
H 1.533 -0.727 5.097
H 2.206 -0.376 3.493
H 1.305 -1.884 3.771
H -1.564 -0.764 5.552
H -2.652 -0.346 4.210
H -1.749 -1.875 4.176
H 0.691 2.350 3.684
H -1.083 2.393 3.828
H -0.089 1.909 5.220



This record from the OMol25 dataset describes a structure of composition C14H34AlO4. The level of theory is ωB97M-V with the def2-TZVPD basis set.

Values from the calculation:
E_HOMO in eV: -4.48
Total charge: -1
Frontier orbital gap in Ha: 0.27503

Positions of all 53 atoms, in Å:
C -2.101 -5.392 2.874
C -2.154 -5.171 1.389
O -2.939 -4.457 0.839
O -1.219 -5.892 0.714
C -0.327 -5.137 -0.142
C 0.973 -4.783 0.571
C 1.767 -3.701 -0.194
C 1.758 -2.317 0.492
Al 0.373 -1.000 -0.205
H -1.290 -4.776 3.268
H -3.043 -5.099 3.328
H -1.861 -6.434 3.083
H -0.834 -4.246 -0.515
H -0.109 -5.800 -0.979
H 1.572 -5.696 0.648
H 0.764 -4.450 1.590
H 1.342 -3.636 -1.204
H 2.792 -4.063 -0.332
H 1.551 -2.455 1.560
H 2.754 -1.867 0.425
H 0.216 -1.111 -1.823
H -1.042 -1.336 0.560
H 0.821 0.506 0.253
C -5.194 2.347 -1.019
C -3.874 1.597 -0.918
O -2.760 2.433 -0.684
C -2.752 3.146 0.535
C -2.815 2.260 1.768
H -5.142 3.114 -1.795
H -5.996 1.650 -1.273
H -5.464 2.833 -0.080
H -3.655 1.101 -1.863
H -3.936 0.810 -0.159
H -3.556 3.895 0.554
H -1.807 3.690 0.529
H -3.759 1.717 1.835
H -2.721 2.873 2.668
H -2.005 1.530 1.750
C 2.267 4.753 -1.331
C 2.777 3.742 -0.316
O 3.154 2.506 -0.876
C 4.194 2.523 -1.826
C 5.521 3.035 -1.287
H 1.435 4.330 -1.896
H 1.918 5.651 -0.818
H 3.042 5.056 -2.038
H 1.978 3.489 0.381
H 3.598 4.174 0.274
H 3.902 3.093 -2.718
H 4.300 1.483 -2.136
H 5.467 4.085 -0.993
H 6.293 2.945 -2.053
H 5.826 2.454 -0.416



What did the second record say?
This record from the OMol25 dataset describes a structure of composition C14H33MgN7O6 at a distorted geometry. The level of theory is ωB97M-V with the def2-TZVPD basis set.

Values from the calculation:
E_HOMO (alpha / beta) in eV: -6.61 / -6.52
Frontier orbital gap (alpha / beta) in Ha: 0.21840 / 0.21521

Positions of all 61 atoms, in Å:
O -0.960 0.853 -5.834
H -1.514 0.427 -6.496
Mg -0.919 0.481 -0.656
N -0.618 2.005 0.522
N 0.461 1.383 -1.701
N -1.924 -0.582 0.665
N -1.072 -1.172 -1.705
O -1.326 2.363 1.677
O -2.391 -0.215 1.942
O -0.520 -1.480 -2.965
O 1.247 0.811 -2.710
C 1.008 2.542 -1.074
C 0.427 2.881 0.102
C -2.168 -1.788 0.297
C -1.608 -2.152 -1.076
C 0.778 4.063 1.000
H 1.041 3.704 1.995
H -0.081 4.728 1.095
H 1.616 4.652 0.634
C 2.154 3.265 -1.776
H 1.863 3.510 -2.798
H 3.028 2.615 -1.822
H 2.451 4.190 -1.288
C -2.911 -2.851 1.112
C -1.740 -3.593 -1.581
H -3.588 -2.408 1.843
H -2.206 -3.478 1.657
H -3.526 -3.493 0.482
H -0.984 -3.837 -2.327
H -2.716 -3.751 -2.039
H -1.614 -4.320 -0.779
H -2.092 0.701 2.032
H -0.357 -0.594 -3.345
C -1.758 1.237 -4.779
H -1.331 2.010 -4.155
H -2.246 0.410 -4.284
H -2.600 1.763 -5.230
O -2.978 1.596 -0.799
H -2.876 0.660 -0.442
H -2.212 2.107 -0.402
C 3.537 -1.489 0.388
N 2.650 -1.254 1.516
C 3.165 -1.474 2.864
C 1.312 -0.725 1.331
N 0.864 -0.455 0.128
N 0.524 -0.494 2.506
C -0.053 -1.629 3.209
C 0.641 0.756 3.235
H 4.536 -1.852 0.709
H 3.698 -0.539 -0.167
H 3.100 -2.256 -0.283
H 3.140 -0.525 3.439
H 2.570 -2.247 3.385
H 4.219 -1.821 2.864
H 1.450 -0.677 -0.684
H 0.473 -1.792 4.172
H -1.114 -1.450 3.462
H 0.019 -2.555 2.599
H 1.208 1.505 2.649
H -0.359 1.144 3.504
H 1.180 0.587 4.190